141
Properties=species:S:1:pos:R:3:mulliken_charge:R:1 method="wB97M-V/def2-TZVPD" e_lumo_ev=-5.612 e_homo_ev=-13.74 mol_weight_g_mol=774.12 multiplicity=1 orbital_gap_ev=8.1272 total_charge=+3
C 2.7059 -3.9237 1.0319 -1.03
C 3.1050 -3.4911 -0.4276 0.61
C 2.1641 -2.5748 -1.1691 -0.15
O 2.1475 -2.5910 -2.5200 -0.43
C 1.3870 -3.5703 -3.2180 -0.36
N 4.4372 -2.8025 -0.1835 -0.65
H 4.6067 -0.8186 0.2366 0.39
H 5.1058 -3.2553 0.4500 0.23
H 4.9731 -2.7757 -1.0637 0.24
H 1.8126 -4.5582 1.0711 -0.29
H 2.5365 -3.0604 1.6342 0.35
H 3.4740 -4.6425 1.4009 0.45
H 3.3028 -4.3950 -1.0400 0.30
H 2.4005 -1.5498 -0.8550 0.15
H 1.0967 -2.7671 -0.7220 0.04
H 0.6406 -4.0307 -2.5437 -0.02
H 2.0160 -4.3765 -3.6131 0.29
H 0.7769 -3.0096 -3.9835 0.25
C -0.5948 -2.1265 4.7739 -1.43
C -1.8239 -2.8089 4.0995 1.22
C -2.3078 -4.1865 4.5965 -1.28
O -2.9696 -4.8287 3.5563 -0.16
C -3.6006 -5.9980 4.0867 -1.09
N -2.8275 -1.7489 4.2056 -0.71
H -3.8145 -2.0102 4.2248 0.21
H -2.7019 -1.3345 5.1201 0.22
H -0.4056 -8.4776 0.8559 0.31
H -0.8629 -1.2301 5.2867 0.43
H 0.1039 -1.8323 3.9850 0.22
H -0.0247 -2.7093 5.5268 0.36
H -1.6679 -2.9253 3.0211 -0.02
H -2.9321 -4.0907 5.5114 0.38
H -1.4753 -4.7404 5.0118 0.47
H -2.8812 -6.6908 4.5284 0.36
H -3.9986 -6.5716 3.3241 0.32
H -4.3339 -5.5725 4.7225 0.42
C 7.6680 4.8190 2.1199 -0.92
N 8.0531 5.0273 0.6729 -0.09
C 9.3038 4.3102 0.3762 -0.86
C 6.8100 4.4235 -0.1653 -0.73
C 8.2878 6.5341 0.4963 -0.39
C 8.7625 6.8317 -0.9413 -0.75
O 8.0542 6.0919 -1.8384 -0.47
H 8.4118 5.3839 2.6848 0.41
H 7.7698 3.7946 2.3162 0.47
H 6.6515 5.2510 2.2481 0.32
H 9.6933 4.5379 -0.6325 0.30
H 9.1865 3.2412 0.4355 0.34
H 10.0009 4.6517 1.1189 0.45
H 6.5957 3.4439 0.3781 0.33
H 7.0392 4.3313 -1.2080 0.36
H 5.9895 5.1708 -0.1883 0.31
H 9.1723 6.7943 1.1021 0.31
H 7.4113 7.0075 0.8982 0.47
H 9.8424 6.5841 -1.0316 0.39
H 8.6557 7.9223 -1.0563 0.43
H 8.0272 6.5114 -2.6974 0.33
C -4.6758 2.2525 -5.7814 -0.94
N -4.5313 1.7459 -4.4379 0.17
C -3.0236 1.3740 -4.1708 -0.53
C -4.9088 2.7827 -3.5235 -0.80
C -5.5067 0.6324 -4.1132 -0.28
C -5.6869 -0.4559 -5.1511 -0.82
O -4.4305 -0.8491 -5.7326 -0.50
H -5.7088 2.4651 -5.8129 0.44
H -4.2438 1.6871 -6.6140 0.25
H -4.0856 3.1475 -5.8032 0.46
H -2.9152 0.9788 -3.1324 -0.04
H -2.4756 2.3011 -4.2971 0.45
H -2.8935 0.5267 -4.8035 0.35
H -4.4275 3.7607 -3.6637 0.36
H -4.7599 2.3935 -2.5184 0.22
H -5.9742 3.0054 -3.7604 0.47
H -6.4195 1.1013 -3.8669 0.50
H -5.1734 0.1894 -3.2019 0.11
H -6.4132 -0.2144 -5.8934 0.49
H -6.1052 -1.3063 -4.6769 0.47
H -4.6405 -1.4249 -6.4418 0.31
C -3.0681 -4.0005 -1.3626 -0.60
N -4.2275 -4.3853 -0.5086 0.54
C -4.3155 -5.9174 -0.4896 -0.83
C -4.2660 -3.8160 0.8872 -0.49
C -5.5929 -3.9712 -1.1918 -0.68
C -5.9651 -2.5513 -1.0287 -0.66
O -5.1690 -1.5829 -1.7015 -0.38
H -2.8102 -2.9889 -1.1306 0.14
H -3.4567 -3.9431 -2.3763 0.30
H -2.2412 -4.6900 -1.2177 0.40
H -4.1154 -6.3872 -1.4595 0.31
H -5.3455 -6.1644 -0.2621 0.42
H -3.6141 -6.2010 0.2242 0.22
H -3.5352 -4.2367 1.5630 0.16
H -5.2587 -4.0105 1.2772 0.33
H -4.1475 -2.7336 0.7583 0.18
H -6.4072 -4.5695 -0.7708 0.32
H -5.4972 -4.1015 -2.2490 0.47
H -5.9872 -2.3197 0.0463 0.32
H -7.0014 -2.4967 -1.3617 0.49
H -4.5563 -1.1286 -1.0495 0.32
C -0.3655 3.9007 1.0455 -1.39
N -0.1243 5.2593 1.6697 -0.02
C -1.4177 5.7603 2.2372 -0.88
C 0.9723 5.0693 2.7040 -0.81
C 0.3275 6.2475 0.6828 -0.49
C -0.3692 6.2474 -0.6654 -0.60
O 0.2915 5.2842 -1.4744 -0.48
H -0.5821 3.1807 1.8308 0.61
H 0.5077 3.6174 0.4880 0.44
H -1.1893 3.8991 0.3323 0.51
H -1.2075 6.6294 2.8341 0.42
H -1.7949 4.9589 2.8416 0.41
H -2.1120 6.0081 1.4654 0.32
H 1.9147 4.6749 2.2151 0.36
H 0.6471 4.3177 3.4207 0.37
H 1.1380 5.9913 3.2311 0.37
H 1.3582 6.0333 0.3932 0.39
H 0.4025 7.2166 1.2179 0.50
H -0.3268 7.1821 -1.2333 0.51
H -1.3899 5.9554 -0.4895 0.18
H 0.2981 5.5599 -2.3853 0.31
C -1.6853 0.7480 0.0247 -0.80
C -3.0739 0.3446 -0.3939 0.24
O -3.5605 -0.7133 0.1295 -0.88
O -3.6619 1.0355 -1.2039 -0.66
H -1.7204 1.1228 1.0599 0.13
H -1.1022 1.3682 -0.7022 0.29
H -0.9717 -0.0530 0.1163 0.38
C 4.7389 -0.1241 2.6828 -0.95
C 5.4110 0.5226 1.5281 0.74
O 5.0662 0.0853 0.3029 -0.50
O 6.1537 1.4479 1.5558 -0.61
H 3.8118 0.4402 2.8237 0.21
H 5.2182 0.0484 3.6581 0.34
H 4.6083 -1.1984 2.5164 0.32
C 0.0341 -6.4774 1.7686 -1.26
C -0.3913 -6.7695 0.3929 0.83
O -0.7304 -5.8995 -0.3806 -0.56
O -0.8052 -8.0330 0.1355 -0.45
H -0.7702 -6.9968 2.3311 0.54
H 0.1206 -5.4150 2.0144 0.04
H 0.9525 -6.9626 2.0681 0.49

---

138
Properties=species:S:1:pos:R:3:mulliken_charge:R:1 method="wB97M-V/def2-TZVPD" smiles="CCCNOC(N)=O.CC(C)O.CC(C)O.CC(C)O.CC(C)O.CC(C)O.CC(C)O.CC(C)O.CC(C)O.CC(C)O.CC(C)O" e_lumo_ev=0.611 e_homo_ev=-9.40 mol_weight_g_mol=719.10 multiplicity=1 orbital_gap_ev=10.0089 de_lowest_kj_mol=0.00
C -5.1847 -4.9363 0.5033 -0.21
C -4.8331 -6.3813 0.0713 -0.49
C -3.7777 -6.4321 -1.0543 -0.23
N -2.4008 -6.7266 -0.6648 -0.41
O -1.8322 -5.6207 0.0445 -0.06
C -1.1552 -4.7075 -0.7090 0.52
N -1.0911 -4.8742 -2.1096 -0.51
O -0.6591 -3.8216 -0.1263 -0.41
H -6.2423 -4.7120 0.3375 0.33
H -4.9608 -4.7620 1.5570 0.14
H -4.5880 -4.2183 -0.0723 -0.32
H -4.5456 -6.9919 0.9361 0.34
H -5.7425 -6.8401 -0.3437 0.34
H -3.7833 -5.4604 -1.5574 -0.18
H -4.0669 -7.1982 -1.7886 0.30
H -2.3491 -7.5189 -0.0350 0.26
H -0.5659 -5.7009 -2.3633 0.31
H -2.0043 -4.9023 -2.5406 0.28
C -3.0342 -1.5606 -2.0641 -1.27
C -3.8871 -1.2524 -0.8418 1.24
C -3.7523 0.1982 -0.4109 -1.71
O -3.5290 -2.1160 0.2367 -0.23
H -1.9769 -1.3939 -1.8445 0.35
H -3.1441 -2.6073 -2.3551 0.10
H -3.3141 -0.9336 -2.9125 0.48
H -4.9332 -1.4742 -1.0644 -0.24
H -2.7154 0.4125 -0.1356 0.33
H -4.3688 0.4008 0.4645 0.40
H -4.0445 0.8843 -1.2078 0.43
H -2.6061 -1.9398 0.4581 0.13
C -2.1880 1.5884 3.8099 -0.77
C -2.6878 2.5183 2.7185 0.69
C -2.4493 3.9739 3.0822 -1.45
O -4.0713 2.2775 2.4611 -0.53
H -2.7222 1.7787 4.7458 0.40
H -2.3643 0.5468 3.5387 0.20
H -1.1219 1.7317 3.9884 -0.05
H -2.1774 2.2883 1.7817 0.20
H -2.9925 4.2293 3.9967 0.36
H -2.8105 4.6292 2.2889 0.37
H -1.3884 4.1672 3.2461 0.31
H -4.5666 2.4640 3.2656 0.33
C -7.4525 -2.8938 -1.7522 -1.34
C -6.8260 -3.7191 -2.8639 1.04
C -7.4262 -3.3877 -4.2209 -1.53
O -6.9616 -5.1154 -2.5871 -0.50
H -8.5251 -3.0932 -1.6706 0.45
H -7.0021 -3.1481 -0.7951 0.20
H -7.3205 -1.8245 -1.9243 0.38
H -5.7498 -3.5325 -2.8880 -0.13
H -8.4965 -3.6121 -4.2259 0.38
H -6.9589 -3.9865 -5.0029 0.36
H -7.2959 -2.3327 -4.4648 0.38
H -7.9031 -5.3172 -2.5575 0.34
C 2.6083 0.7468 4.9822 -1.44
C 1.7956 1.2174 3.7877 1.11
C 2.5111 0.9336 2.4774 -1.27
O 1.5054 2.6145 3.9085 -0.55
H 3.5625 1.2774 5.0265 0.25
H 2.0776 0.9551 5.9125 0.37
H 2.8082 -0.3248 4.9285 0.37
H 0.8259 0.7168 3.7829 -0.03
H 3.4703 1.4576 2.4377 0.34
H 1.9197 1.2741 1.6278 0.32
H 2.6980 -0.1327 2.3570 0.17
H 2.3476 3.0822 3.9158 0.34
C 4.7459 -2.1547 0.8525 -1.27
C 3.9613 -1.7011 -0.3708 0.59
C 4.6528 -2.1266 -1.6557 -1.26
O 3.7631 -0.2878 -0.3314 -0.47
H 5.7384 -1.6947 0.8561 0.35
H 4.2397 -1.8538 1.7701 0.25
H 4.8697 -3.2385 0.8643 0.39
H 2.9573 -2.1280 -0.3395 0.20
H 5.6470 -1.6814 -1.7348 0.32
H 4.0898 -1.8027 -2.5277 0.17
H 4.7562 -3.2130 -1.6911 0.40
H 4.6257 0.1395 -0.3608 0.33
C 4.1395 -1.3863 -6.2766 -1.33
C 4.4813 -0.2703 -5.3007 0.58
C 4.9367 0.9817 -6.0333 -1.40
O 5.4838 -0.7066 -4.3810 -0.48
H 5.0208 -1.6566 -6.8654 0.32
H 3.8134 -2.2785 -5.7409 0.34
H 3.3480 -1.0833 -6.9632 0.38
H 3.6068 -0.0444 -4.6876 0.26
H 5.8368 0.7604 -6.6161 0.42
H 5.1853 1.7809 -5.3373 0.28
H 4.1695 1.3526 -6.7124 0.34
H 6.2792 -0.9049 -4.8871 0.29
C -2.5727 -4.6622 3.0972 -0.75
C -1.6835 -3.8591 4.0311 0.13
C -1.8762 -2.3636 3.8262 -1.00
O -0.3161 -4.2146 3.8295 -0.60
H -2.3107 -4.4383 2.0637 -0.08
H -2.4225 -5.7324 3.2506 0.29
H -3.6276 -4.4307 3.2498 0.39
H -1.9048 -4.1138 5.0693 0.37
H -1.6103 -2.0894 2.8011 0.10
H -1.2292 -1.7986 4.4987 0.32
H -2.9111 -2.0667 4.0043 0.43
H -0.0975 -4.0048 2.9129 0.36
C 1.4512 4.4946 -6.2966 -1.37
C 2.6191 4.3274 -5.3374 0.58
C 2.7835 5.5457 -4.4443 -1.25
O 3.8283 4.0814 -6.0580 -0.51
H 1.6190 5.3550 -6.9506 0.35
H 1.3469 3.6129 -6.9299 0.34
H 0.5163 4.6517 -5.7575 0.36
H 2.4600 3.4400 -4.7222 0.25
H 2.9893 6.4328 -5.0511 0.36
H 3.6265 5.4090 -3.7659 0.33
H 1.8864 5.7378 -3.8541 0.27
H 3.9986 4.8542 -6.6073 0.30
C 6.5068 1.0664 7.9852 -1.28
C 6.6125 2.0331 6.8161 0.45
C 7.5190 3.2096 7.1431 -1.32
O 5.3163 2.4934 6.4343 -0.48
H 6.0753 1.5697 8.8549 0.33
H 5.8562 0.2296 7.7309 0.31
H 7.4852 0.6746 8.2661 0.38
H 7.0009 1.5066 5.9430 0.26
H 7.1167 3.7739 7.9890 0.35
H 7.5846 3.8892 6.2934 0.32
H 8.5249 2.8759 7.4009 0.37
H 4.9369 2.9657 7.1833 0.30
C -1.5555 8.4865 -1.5035 -1.30
C -0.5666 7.3602 -1.7606 0.43
C 0.5916 7.3939 -0.7751 -1.25
O -0.0741 7.4257 -3.0991 -0.52
H -1.0631 9.4562 -1.6199 0.35
H -2.3768 8.4444 -2.2189 0.31
H -1.9684 8.4305 -0.4957 0.37
H -1.0810 6.4010 -1.6862 0.25
H 1.1440 8.3328 -0.8736 0.34
H 1.2871 6.5784 -0.9744 0.30
H 0.2424 7.3081 0.2541 0.38
H 0.3909 8.2633 -3.1994 0.33

---

142
Properties=species:S:1:pos:R:3:mulliken_charge:R:1 method="wB97M-V/def2-TZVPD" smiles=COC[C@H](C)N.COC[C@H](C)N.COC[C@H](C)N.COC[C@H](C)N.COC[C@H](C)N.COCCNCCOC.COCCNCCOC.CCO e_lumo_ev=0.518 e_homo_ev=-8.44 mol_weight_g_mol=758.14 multiplicity=1 orbital_gap_ev=8.9581 de_lowest_kj_mol=2.33
C -1.6039 0.2021 0.4161 0.31
C -0.1997 0.2031 0.9746 0.46
O 0.5432 1.3233 0.4809 0.02
H -2.1325 -0.6407 0.8708 0.23
H -1.5520 -0.0545 -0.6481 -0.03
H -2.1213 1.1600 0.4747 -0.56
H 0.2861 -0.7415 0.7298 -0.30
H -0.1851 0.3577 2.0596 -0.14
H 0.0930 2.1133 0.8363 0.08
C -2.9265 3.2016 -1.4673 -1.23
O -3.3006 3.3471 -0.1294 0.39
C -4.5025 4.0510 0.0532 -0.76
C -5.0732 3.7493 1.4413 -1.25
N -5.4668 2.3834 1.7481 -0.20
C -6.5792 1.9125 0.9157 -0.10
C -6.9678 0.5357 1.4379 -0.90
O -5.8640 -0.3363 1.3267 0.16
C -6.1156 -1.6245 1.8403 -0.84
H -1.9954 2.6427 -1.5873 0.17
H -2.7080 4.1344 -2.0097 0.37
H -3.6947 2.7068 -2.0724 0.32
H -5.2745 3.8050 -0.6883 0.42
H -4.3790 5.1358 -0.0374 0.41
H -5.8991 4.4579 1.5446 0.54
H -4.3081 4.0870 2.1463 0.38
H -4.6757 1.7667 1.5961 -0.22
H -6.1951 1.8363 -0.1029 -0.16
H -7.4235 2.5974 0.9734 0.41
H -7.8331 0.1149 0.9078 0.46
H -7.3557 0.6778 2.4545 0.47
H -5.1366 -2.0947 1.9574 -0.03
H -6.6873 -2.2581 1.1572 0.34
H -6.5564 -1.5947 2.8400 0.39
C 1.5091 -2.2521 -2.1826 -0.80
O 2.8561 -2.1817 -2.5666 -0.04
C 3.1013 -1.2693 -3.6156 -0.72
C 4.5071 -1.5043 -4.1304 -0.46
N 4.6636 -2.8260 -4.7577 -0.47
C 6.0849 -3.1322 -4.9616 -0.74
C 6.8836 -3.4110 -3.6872 -0.23
O 8.2192 -3.5884 -4.1194 -0.37
C 9.2016 -3.6410 -3.1115 -0.73
H 1.0758 -1.3449 -1.7467 0.34
H 1.3519 -3.0522 -1.4559 0.12
H 0.9524 -2.5705 -3.0724 0.35
H 2.9685 -0.2477 -3.2439 0.34
H 2.3954 -1.3826 -4.4476 0.42
H 5.2007 -1.3705 -3.2948 0.18
H 4.7274 -0.7507 -4.8877 0.39
H 4.3806 -3.5262 -4.0726 0.30
H 6.5746 -2.2945 -5.4611 0.36
H 6.1809 -4.0435 -5.5515 0.32
H 6.5306 -4.3496 -3.2336 0.31
H 6.7875 -2.6795 -2.8783 0.27
H 8.8989 -4.3763 -2.3509 0.30
H 9.2840 -2.7003 -2.5550 0.29
H 10.1126 -3.9543 -3.6121 0.26
C -1.3408 -1.2834 -4.0809 -1.39
C -2.7737 -0.7715 -4.2028 0.54
C -3.4320 -0.4317 -2.8867 0.01
O -4.8133 -0.2712 -3.1053 -0.45
C -5.4947 0.1519 -1.9568 -0.14
N -2.7115 0.4316 -5.0681 -0.72
H -0.9398 -1.4220 -5.0811 0.38
H -1.3590 -2.2227 -3.5216 0.42
H -0.7580 -0.5771 -3.4878 0.20
H -3.3371 -1.5730 -4.6944 0.20
H -2.9430 0.4781 -2.5165 -0.32
H -3.2530 -1.2260 -2.1518 0.39
H -5.3740 -0.5581 -1.1325 0.24
H -6.5661 0.2113 -2.1548 0.37
H -5.1940 1.1475 -1.6161 -0.32
H -2.6161 0.1155 -6.0253 0.24
H -3.5439 1.0066 -5.0209 0.27
C 2.3470 0.3622 3.9445 -1.67
C 3.1503 -0.2744 2.8130 2.49
C 4.2804 0.6378 2.3430 -0.95
O 4.9353 0.0699 1.2344 -0.38
C 4.2079 -0.1207 0.0627 0.08
N 3.7186 -1.5350 3.3143 -0.70
H 1.7106 1.1529 3.5375 0.26
H 3.0304 0.6623 4.7420 0.47
H 1.6849 -0.3492 4.4451 0.26
H 2.4689 -0.5101 1.9868 -1.30
H 4.9620 0.8319 3.1734 0.32
H 3.9015 1.6438 2.1233 0.37
H 3.3220 -0.7402 0.2559 -0.06
H 4.7222 -0.6689 -0.7251 -0.15
H 3.8057 0.7933 -0.3889 0.30
H 3.1593 -2.3433 3.0424 0.47
H 4.6204 -1.6090 2.8523 0.38
C -1.7394 1.1985 5.1353 -1.60
C -2.6552 1.1362 3.9309 1.53
C -3.2371 -0.2623 3.6395 0.02
O -2.2195 -1.2242 3.4723 -0.07
C -2.6071 -2.5462 3.7436 -0.40
N -3.7621 2.1009 4.1273 -0.71
H -0.7648 0.7687 4.8938 0.16
H -2.1168 0.6703 6.0126 0.36
H -1.5601 2.2472 5.3730 0.47
H -2.0912 1.4766 3.0593 -0.61
H -3.8024 -0.0838 2.7142 -0.38
H -3.9541 -0.5109 4.4294 0.57
H -2.7532 -2.7859 4.8014 0.32
H -1.8222 -3.1992 3.3588 -0.05
H -3.5156 -2.7840 3.1755 0.16
H -4.3427 1.7235 4.8794 0.38
H -4.4261 2.0493 3.3508 0.41
C 4.7714 -3.8472 0.3607 -0.78
C 4.1316 -5.1022 0.9598 0.59
C 2.6628 -4.9252 1.2749 -0.95
O 2.4343 -3.9387 2.2551 -0.37
C 1.0885 -3.5049 2.4126 -0.84
N 4.2312 -6.2148 -0.0157 -0.75
H 5.7440 -4.0995 -0.0624 0.46
H 4.9790 -3.2306 1.2391 0.08
H 4.1321 -3.3110 -0.3360 -0.08
H 4.7253 -5.3923 1.8328 0.31
H 2.2763 -5.8793 1.6591 0.28
H 2.1445 -4.6662 0.3436 0.42
H 0.4370 -4.3549 2.6179 0.49
H 0.8083 -2.9165 1.5368 0.25
H 1.0809 -2.8319 3.2689 0.25
H 5.2017 -6.5124 -0.0261 0.26
H 3.7322 -7.0442 0.2959 0.23
C 0.9372 4.4298 -0.9157 -1.05
C 0.2011 5.0360 0.2613 0.10
C -0.5837 6.2593 -0.1218 -0.42
O 0.2995 7.2943 -0.4638 -0.36
C -0.2335 8.3209 -1.2592 -0.78
N -0.5632 3.9708 0.9070 -0.24
H 1.6456 3.6702 -0.5878 0.10
H 1.4574 5.1220 -1.5804 0.42
H 0.2484 3.9267 -1.6062 0.22
H 0.9596 5.4202 0.9531 0.39
H -1.2675 6.6626 0.6461 0.42
H -1.2879 6.0395 -0.9481 0.12
H 0.5579 9.0537 -1.4259 0.28
H -1.1325 8.7994 -0.8674 0.30
H -0.3547 7.9048 -2.2705 0.32
H -1.3272 3.6765 0.3046 -0.21
H -1.0030 4.2926 1.7635 0.27

---

Question: Look up the multiplicity of the second one.
Answer: 1